Entry from the OMol25 dataset: a cluster of 2 separate species, C2H6O in total in a non-equilibrium geometry (wB97M-V/def2-TZVPD).

Geometry as XYZ:
```
9
Properties=species:S:1:pos:R:3:forces:R:3:lowdin_charge:R:1
C 0.996 0.203 0.216 -1.12 -0.77 0.62 -0.107
C 2.227 -0.124 -0.129 -3.05 -2.97 1.35 -0.079
H 0.354 -0.673 0.560 0.39 1.84 -0.18 0.073
H 0.649 1.236 0.124 -0.34 -0.47 0.09 0.048
H 2.292 -1.223 0.020 1.56 0.96 -0.67 0.068
H 2.741 0.583 -0.641 2.55 1.41 -1.21 0.011
O -2.513 -0.150 -0.095 2.98 0.79 1.41 -0.078
H -1.938 0.534 0.393 -1.41 -1.64 -1.19 0.068
H -3.334 0.272 -0.219 -1.56 0.84 -0.22 -0.004
```
Forces are in eV/Å.

Kohn-Sham gap	11.1666	eV
electronic energy	-4217.084	eV
structure (SMILES)	C=C.O
ΔE to the lowest compared entry with this formula, charge and spin	31.90	kcal per mole
charge	0